{
  "formula": "C15H26N2OS",
  "method": "ωB97M-V with the def2-TZVPD basis set",
  "elements": ["C", "C", "N", "C", "S", "N", "C", "O", "C", "C", "C", "C", "C", "C", "C", "C", "C", "C", "C", "H", "H", "H", "H", "H", "H", "H", "H", "H", "H", "H", "H", "H", "H", "H", "H", "H", "H", "H", "H", "H", "H", "H", "H", "H", "H"],
  "positions_angstrom": [[0.535, 0.557, 2.019], [-0.309, 1.154, 0.881], [0.578, 0.706, -0.456], [0.250, -0.304, -1.225], [0.347, -0.410, -2.931], [-0.941, -1.146, -0.842], [-0.651, -2.171, 0.248], [0.350, -2.139, 0.691], [-1.773, -3.095, 0.162], [-3.101, -2.618, 0.480], [-3.634, -3.508, 1.554], [-2.569, -3.955, 2.604], [-1.619, -4.262, 1.383], [1.483, 1.648, -0.918], [0.667, 2.709, -1.952], [1.918, 3.631, -2.529], [2.865, 4.096, -1.506], [3.424, 2.990, -0.921], [2.376, 2.255, -0.071], [0.705, -0.511, 2.029], [-0.326, 0.654, 2.798], [1.329, 1.233, 2.239], [-1.113, 0.621, 0.795], [-0.374, 2.227, 0.588], [-1.591, -1.615, -1.509], [-1.811, -3.649, -0.486], [-3.058, -1.492, 1.035], [-3.916, -2.325, -0.512], [-4.171, -4.418, 0.913], [-4.416, -3.075, 2.032], [-2.260, -3.137, 3.159], [-2.690, -4.850, 2.898], [-1.421, -5.276, 1.029], [-0.557, -3.929, 1.884], [2.093, 1.103, -1.841], [0.134, 2.223, -2.434], [0.454, 3.321, -1.209], [2.284, 3.017, -3.349], [1.388, 4.456, -3.193], [3.409, 4.820, -2.083], [2.546, 4.651, -0.849], [4.257, 3.426, -0.054], [3.995, 2.268, -1.718], [2.941, 1.277, 0.400], [1.975, 2.841, 0.766]],
  "forces_ev_per_a": [[-4.1146, 2.0309, 1.8282], [7.7369, 0.2894, -3.1303], [-2.1298, -1.0807, 2.6880], [-5.1090, -1.0595, -2.9156], [1.4788, 0.0245, 0.5535], [1.2763, -0.5569, 2.9935], [-9.6958, 2.9104, -9.5681], [10.6047, -0.7720, 6.5970], [0.8604, 4.5575, 15.3751], [-3.5053, 6.2185, 0.1231], [-2.4862, -3.4359, -1.4306], [0.0192, 3.9400, -8.9648], [6.0663, 3.4863, 1.8674], [-1.9477, -1.4456, -9.2624], [14.5447, 6.1967, 8.3592], [-5.8511, -0.5656, -3.4914], [1.1232, -1.1381, -9.0682], [6.5452, -3.4253, 4.1871], [5.1125, -1.7542, 3.3911], [0.4587, 0.2327, -0.7741], [1.8759, 0.0167, -0.0686], [0.8060, -0.1356, 0.5662], [-5.0397, -2.4625, -0.7679], [-0.1629, -0.6563, 1.3928], [1.4793, 1.4146, -0.1359], [0.1650, -9.6309, -13.3270], [0.1719, -2.6188, -1.6229], [2.4763, -1.3106, 3.0039], [1.6016, 1.5549, 2.0660], [-2.8097, 1.4876, 1.2429], [0.6983, 1.0080, 1.4708], [-1.5794, -5.9034, 3.5910], [-0.7976, 0.1023, 0.0925], [-1.8096, -1.2861, -1.5748], [-1.1447, 0.8114, 2.5863], [-9.1737, -7.3146, -8.4745], [-3.1942, 3.0436, 2.9033], [1.1299, -0.0912, 0.2783], [1.0401, -1.0144, 1.6826], [1.7121, -0.0470, -0.1829], [-4.4371, 5.6811, 6.8645], [-1.7496, -1.5236, -2.4730], [-1.3820, 1.5242, 2.2358], [-0.9937, 2.5180, -0.4320], [0.1301, 0.1797, -0.2752]],
  "multiplicity": 1,
  "e_above_lowest_kj_mol": 1449.7,
  "smiles": "CCN(C(=S)NC(=O)C1CCCC1)C1CCCCC1",
  "homo_ev": -7.60,
  "homo_lumo_gap_ev": 8.2,
  "e_tot_ev": -31826.0288
}